1.
Computed, not measured: a 2-piece molecular cluster, C6H10O2 overall in a non-equilibrium geometry, with ωB97M-V/def2-TZVPD.

```
18
Properties=species:S:1:pos:R:3:mulliken_charge:R:1
C -1.169 0.006 -1.253 -0.968
C -1.507 -0.236 0.210 0.028
O -0.527 0.090 1.208 -0.460
C -0.812 -1.258 0.945 0.141
C 0.451 -1.950 0.413 -1.390
H -0.149 0.455 -1.346 0.129
H -1.928 0.884 -1.587 0.297
H -1.357 -0.895 -1.741 0.310
H -2.552 0.167 0.494 0.328
H -1.520 -1.736 1.626 0.401
H 0.267 -2.744 -0.236 0.384
H 1.082 -2.337 1.159 0.396
H 1.014 -1.308 -0.129 0.344
C 1.523 2.386 0.541 -0.926
C 2.096 1.902 -0.526 0.727
O 2.536 1.338 -1.473 -0.417
H 1.813 3.350 0.756 0.271
H 0.739 1.885 0.941 0.406
```

Its HOMO-LUMO gap is 10.14 eV. As for the spin multiplicity: 1. The energy above the lowest of the compared OMol25 structures with the same formula, charge and spin comes out at 322.6 kJ/mol. The value obtained for the molar mass is 114.1 g mol⁻¹. Its SMILES is C[C@@H]1O[C@@H]1C.C=C=O. The HOMO energy comes out at -9.2 eV.

2.
Computed, not measured: C2HFeLiO2 as an isolated structure in a non-equilibrium geometry, with ωB97M-V/def2-TZVPD.

```
7
Properties=species:S:1:pos:R:3:mulliken_charge:R:1
O 0.228 0.652 1.078 -0.475
C 1.390 0.520 0.555 0.338
Fe -0.546 0.969 2.723 1.861
Li 0.044 0.166 -0.785 0.977
H 2.190 0.780 1.291 0.385
C -1.322 -1.237 -2.097 -0.231
O -1.985 -1.850 -2.764 0.143
```

Its HOMO-LUMO gap (spin up / spin down) is 7.44 / 5.35 eV. As for the spin multiplicity: 6. The energy above the lowest of the compared OMol25 structures with the same formula, charge and spin comes out at 141.5 kJ/mol. Its expectation value of S² is 8.76. The value obtained for the molar mass is 119.8 g mol⁻¹. The HOMO energy (spin up / spin down) comes out at -24.9 / -24.9 eV. The charge is +3.

3.
Computed, not measured: C4H2FLiMnO4 as an isolated structure in a non-equilibrium geometry, with ωB97M-V/def2-TZVPD.

```
13
Properties=species:S:1:pos:R:3:mulliken_charge:R:1
O 1.588 -2.618 -2.473 -0.434
C 2.057 -2.422 -3.515 0.723
O 2.537 -2.291 -4.562 -0.290
O -0.151 -2.969 4.943 -0.190
C -0.745 -4.113 4.845 -0.132
C 0.360 -2.531 3.647 -0.160
O -0.701 -4.545 3.605 -0.193
C 0.246 -3.776 2.798 0.611
Li -0.582 -5.678 6.330 1.018
H 1.392 -2.187 3.770 0.302
H -0.289 -1.715 3.310 0.346
F 1.443 -4.502 2.914 -0.251
Mn -0.302 -3.675 0.805 0.650
```

Its HOMO-LUMO gap (spin up / spin down) is 7.94 / 7.47 eV. As for the spin multiplicity: 6. The energy above the lowest of the compared OMol25 structures with the same formula, charge and spin comes out at 97.9 kJ/mol. Its expectation value of S² is 8.76. The value obtained for the molar mass is 194.9 g mol⁻¹. The HOMO energy (spin up / spin down) comes out at -18.0 / -18.0 eV. The charge is +2.

4.
Computed, not measured: the molecule C17H13ClN2O2, with ωB97M-V/def2-TZVPD.

```
35
Properties=species:S:1:pos:R:3:mulliken_charge:R:1
O -1.424 -2.200 -2.000 -0.679
C -1.241 -1.212 -2.705 -0.099
C -0.975 0.120 -2.246 0.065
C -0.849 0.434 -0.880 0.701
N -0.921 -0.566 0.004 -0.180
C -0.353 -0.660 1.319 -0.813
C 0.518 -1.886 1.522 0.480
C 0.503 -3.000 0.694 -0.382
C 1.318 -4.088 0.962 -0.987
C 2.151 -4.069 2.067 0.408
Cl 3.167 -5.426 2.403 -0.216
C 2.177 -2.968 2.908 -0.739
C 1.364 -1.887 2.628 -0.500
C -0.696 1.825 -0.496 0.454
C -0.916 2.315 0.799 -0.273
C -0.728 3.645 1.101 -0.871
C -0.315 4.534 0.114 -0.553
C -0.168 4.099 -1.183 -0.680
C -0.392 2.758 -1.509 0.064
N -0.348 2.356 -2.810 -0.071
C -0.738 1.111 -3.278 0.125
O -0.803 0.920 -4.478 -0.716
H -1.273 -1.301 -3.801 0.428
H -1.167 -1.458 -0.443 0.437
H -1.158 -0.698 2.069 0.321
H 0.262 0.222 1.520 0.635
H -0.131 -3.051 -0.177 0.456
H 1.302 -4.947 0.311 0.422
H 2.828 -2.957 3.767 0.410
H 1.386 -1.028 3.283 0.377
H -1.290 1.656 1.565 0.613
H -0.907 3.999 2.104 0.408
H -0.145 5.572 0.358 0.388
H 0.099 4.791 -1.968 0.368
H -0.135 3.042 -3.524 0.197
```

Its HOMO-LUMO gap is 8.40 eV. As for the spin multiplicity: 1. The energy above the lowest of the compared OMol25 structures with the same formula, charge and spin comes out at 27.3 kJ/mol. The value obtained for the molar mass is 312.8 g mol⁻¹. Its SMILES is O=Cc1c(NCc2ccc(Cl)cc2)c2ccccc2[nH]c1=O. The HOMO energy comes out at -8.8 eV.

5.
Computed, not measured: a 11-piece molecular cluster, C58H51F9N2 overall in a non-equilibrium geometry, with ωB97M-V/def2-TZVPD.

```
120
Properties=species:S:1:pos:R:3:mulliken_charge:R:1
F -14.598 -16.957 0.613 -0.342
C -14.352 -17.931 1.491 -0.004
C -15.332 -18.454 2.323 -0.211
C -15.082 -19.437 3.268 -0.913
C -13.771 -19.919 3.321 0.333
C -12.762 -19.422 2.511 -0.619
C -13.053 -18.387 1.634 -0.243
H -16.361 -18.136 2.180 0.402
H -15.890 -19.865 3.838 0.448
H -13.519 -20.742 3.979 0.255
H -11.819 -19.946 2.446 0.500
H -12.299 -17.990 0.963 0.438
F -9.870 -19.622 10.365 -0.210
C -11.052 -18.958 10.320 0.338
C -11.881 -19.267 9.270 -0.076
C -13.075 -18.555 9.142 -0.873
C -13.425 -17.602 10.112 -0.674
C -12.582 -17.372 11.171 -0.502
C -11.315 -17.956 11.224 -0.471
H -11.639 -20.029 8.544 0.685
H -13.578 -18.656 8.189 0.526
H -14.392 -17.134 9.988 0.425
H -12.819 -16.667 11.958 0.371
H -10.567 -17.736 11.974 0.511
F -10.679 -23.412 3.904 -0.253
C -11.948 -23.865 3.830 0.469
C -12.901 -23.336 4.654 0.052
C -14.193 -23.904 4.707 -0.798
C -14.421 -25.008 3.911 -0.498
C -13.497 -25.492 2.992 -0.548
C -12.254 -24.896 2.941 -0.465
H -12.677 -22.504 5.311 0.341
H -14.872 -23.479 5.430 0.475
H -15.389 -25.485 4.027 0.382
H -13.761 -26.321 2.354 0.407
H -11.521 -25.295 2.250 0.429
F -14.491 -26.864 7.505 -0.332
C -14.269 -25.662 8.047 0.175
C -13.099 -24.991 7.885 -0.279
C -12.902 -23.712 8.423 -0.139
C -13.900 -23.143 9.180 -0.519
C -15.122 -23.842 9.365 -0.605
C -15.337 -25.020 8.691 -0.439
H -12.327 -25.486 7.304 0.358
H -11.888 -23.336 8.482 0.491
H -13.733 -22.239 9.750 0.505
H -15.928 -23.387 9.924 0.366
H -16.239 -25.607 8.831 0.432
F -3.404 -18.795 4.768 -0.330
C -4.574 -19.224 4.256 0.214
C -5.505 -19.726 5.129 0.426
C -6.724 -20.164 4.637 -0.576
C -7.093 -19.983 3.315 -0.629
C -6.080 -19.553 2.453 -0.443
C -4.810 -19.250 2.882 -0.606
H -5.215 -19.855 6.165 0.093
H -7.267 -20.718 5.397 0.423
H -8.078 -20.281 2.991 0.586
H -6.312 -19.591 1.394 0.373
H -3.912 -19.023 2.317 0.435
F -8.522 -18.790 14.583 -0.306
C -7.462 -18.381 13.872 -0.022
C -7.436 -18.727 12.524 -0.302
C -6.453 -18.294 11.662 -0.038
C -5.435 -17.515 12.220 -0.270
C -5.417 -17.159 13.557 -0.617
C -6.445 -17.603 14.398 -0.376
H -8.305 -19.263 12.152 0.578
H -6.384 -18.513 10.607 0.277
H -4.660 -17.127 11.568 0.242
H -4.644 -16.481 13.886 0.389
H -6.490 -17.304 15.438 0.401
F -14.408 -13.739 7.023 -0.320
C -13.423 -14.346 6.351 0.070
C -13.641 -14.553 4.990 -0.183
C -12.673 -15.093 4.145 -0.818
C -11.470 -15.504 4.718 -0.053
C -11.227 -15.238 6.044 -0.455
C -12.225 -14.738 6.887 -0.397
H -14.544 -14.239 4.478 0.395
H -12.808 -15.237 3.083 0.444
H -10.643 -15.804 4.083 0.530
H -10.288 -15.511 6.509 0.331
H -11.988 -14.692 7.943 0.454
F -6.250 -21.857 8.296 -0.052
C -4.986 -22.231 8.607 0.397
C -4.705 -22.506 9.929 -0.497
C -3.398 -22.914 10.252 -0.451
C -2.500 -23.189 9.249 -0.625
C -2.753 -22.763 7.950 -0.538
C -4.015 -22.308 7.618 -0.333
H -5.487 -22.465 10.674 0.455
H -3.195 -23.044 11.307 0.401
H -1.592 -23.754 9.427 0.369
H -2.052 -22.920 7.142 0.387
H -4.231 -21.914 6.632 0.473
F -7.711 -19.268 8.412 -0.345
C -8.664 -19.461 7.470 0.195
C -9.055 -18.459 6.630 -0.482
C -10.026 -18.743 5.675 -0.316
C -10.527 -20.021 5.523 -0.218
C -10.188 -20.997 6.490 -0.080
C -9.233 -20.716 7.445 -0.233
H -8.496 -17.541 6.771 0.017
H -10.356 -18.027 4.933 0.552
H -11.127 -20.301 4.670 0.125
H -10.663 -21.968 6.431 0.318
H -9.080 -21.477 8.198 0.356
C -6.088 -15.565 5.911 -0.384
C -7.012 -15.167 4.861 0.245
N -7.780 -14.963 4.035 -0.441
H -5.333 -16.289 5.595 0.119
H -6.607 -16.135 6.684 0.049
H -5.587 -14.684 6.306 0.433
C -4.322 -18.081 8.415 -0.009
C -4.053 -16.676 8.728 0.059
N -3.865 -15.572 8.932 -0.491
H -3.829 -18.278 7.462 0.273
H -5.382 -18.322 8.424 -0.314
H -3.791 -18.699 9.142 0.563
```

Its HOMO-LUMO gap is 9.62 eV. As for the spin multiplicity: 1. The energy above the lowest of the compared OMol25 structures with the same formula, charge and spin comes out at 0.0 kJ/mol. The value obtained for the molar mass is 947.0 g mol⁻¹. Its SMILES is Fc1ccccc1.Fc1ccccc1.Fc1ccccc1.Fc1ccccc1.Fc1ccccc1.Fc1ccccc1.Fc1ccccc1.Fc1ccccc1.Fc1ccccc1.CC#N.CC#N. The HOMO energy comes out at -9.1 eV.

6.
Computed, not measured: C18H30Br18O6S3 as an isolated structure in a non-equilibrium geometry, with ωB97M-V/def2-TZVPD.

```
75
Properties=species:S:1:pos:R:3:mulliken_charge:R:1
C 4.671 -3.847 -0.607 -0.255
Br 5.024 -3.490 1.267 0.086
Br 5.533 -5.543 -1.172 -0.067
Br 5.400 -2.510 -1.860 -0.062
H 3.609 -3.902 -0.850 0.290
C -5.178 -1.343 -2.330 -0.278
Br -5.124 -3.252 -1.804 -0.244
Br -4.933 -1.395 -4.349 -0.347
Br -3.642 -0.350 -1.408 -0.362
H -6.061 -0.741 -2.114 0.321
C 3.772 -3.549 5.022 -0.305
Br 2.037 -3.158 4.325 0.155
Br 4.244 -5.419 4.653 -0.020
Br 3.646 -3.085 6.962 -0.084
H 4.565 -2.932 4.599 0.259
C 1.632 5.200 1.973 -0.295
Br 1.312 4.378 3.740 -0.056
Br 1.592 7.168 1.949 -0.047
Br 0.258 4.344 0.838 0.059
H 2.624 4.859 1.677 0.346
C 5.183 1.266 2.036 -0.300
Br 3.628 1.396 3.373 0.005
Br 6.379 -0.238 2.500 -0.040
Br 6.246 2.890 1.826 -0.045
H 4.730 1.057 1.067 0.363
C -0.907 -3.889 -3.313 -0.036
Br 0.559 -4.678 -4.341 -0.074
Br -2.624 -4.940 -3.362 -0.039
Br -1.359 -2.097 -4.053 0.033
H -0.620 -3.792 -2.266 0.086
C -1.318 2.581 -5.059 -0.707
C 0.037 2.633 -4.293 -0.251
C 1.064 3.210 -5.386 -0.780
S 0.586 2.733 -7.007 1.108
O 1.503 1.689 -7.460 -0.656
O 0.198 3.905 -7.808 -0.653
C -0.917 1.936 -6.366 -0.743
H -1.753 3.560 -5.258 0.311
H -2.160 2.035 -4.633 0.401
H 0.474 1.667 -4.042 0.014
H 0.021 3.271 -3.410 0.392
H 2.065 2.835 -5.174 0.405
H 1.213 4.289 -5.404 0.379
H -0.768 0.857 -6.321 0.279
H -1.626 1.982 -7.192 0.501
C -4.311 0.476 3.839 -0.791
C -4.234 0.354 5.348 -0.554
C -3.371 -0.851 5.620 -0.728
S -2.160 -1.143 4.226 1.096
O -2.400 -2.373 3.500 -0.625
O -0.814 -0.776 4.686 -0.620
C -2.877 0.241 3.278 -0.253
H -4.644 1.472 3.547 0.355
H -5.038 -0.230 3.437 0.352
H -5.200 0.268 5.847 0.343
H -3.831 1.303 5.700 0.280
H -3.994 -1.733 5.473 0.359
H -2.844 -0.787 6.572 0.372
H -2.759 -0.086 2.244 0.085
H -2.320 1.152 3.494 0.352
C -0.228 0.743 0.100 0.170
C 0.855 0.513 1.191 -0.360
C 0.877 -0.996 1.424 0.077
S 0.612 -1.721 -0.272 0.981
O -0.587 -2.629 -0.162 -0.682
O 1.788 -2.243 -0.927 -0.536
C 0.022 -0.162 -1.062 -0.083
H -0.293 1.798 -0.167 -0.102
H -1.192 0.578 0.582 -0.252
H 0.768 1.175 2.053 0.318
H 1.880 0.703 0.873 0.154
H -0.103 -1.191 1.860 -0.150
H 1.724 -1.442 1.946 0.203
H -0.859 -0.338 -1.678 -0.132
H 0.717 0.335 -1.740 0.324
```

Its HOMO-LUMO gap (spin up / spin down) is 2.10 / 6.37 eV. As for the spin multiplicity: 2. Its expectation value of S² is 0.75. The value obtained for the molar mass is 1876.9 g mol⁻¹. The HOMO energy (spin up / spin down) comes out at -1.6 / -5.9 eV. The charge is -1.